1.
{
  "formula": "C28H34BrN3OS",
  "method": "ωB97M-V/def2-TZVPD",
  "symbols": ["O", "C", "N", "H", "H", "H", "H", "C", "H", "H", "H", "H", "H", "H", "C", "H", "C", "H", "C", "N", "H", "H", "N", "H", "H", "H", "C", "C", "C", "C", "H", "H", "H", "C", "Br", "H", "H", "C", "H", "C", "C", "C", "H", "C", "C", "C", "C", "C", "H", "C", "C", "H", "C", "H", "H", "C", "C", "H", "H", "C", "H", "C", "C", "H", "H", "S", "H", "C"],
  "xyz": [[4.6290, -1.6859, -1.2317], [-0.8411, -0.9013, 0.7094], [0.6976, 2.0756, 2.1417], [1.4377, -1.1752, -0.3190], [6.2317, -0.7311, -6.1982], [-0.6181, -1.7633, 0.0768], [-4.6643, 4.6957, 1.6952], [2.9973, -1.7080, -6.4274], [-6.6754, 6.0948, 2.0280], [2.5201, -2.7656, 1.5855], [5.8141, 0.5497, -0.9315], [2.2067, -1.8298, -7.1580], [-4.4415, -2.1209, -0.9498], [5.8072, -1.2569, -3.8177], [4.4571, -3.6795, 1.3559], [-3.5745, -0.4578, -2.4435], [-4.4835, 4.1891, 3.7726], [3.1403, 0.6400, 1.4461], [5.2574, -1.0882, -5.8872], [3.7857, -1.2747, 0.8704], [2.4043, -0.6716, 2.3343], [-4.5598, 3.8470, 5.8897], [-1.6201, 2.2934, 3.1230], [-3.9108, 0.3601, -0.8491], [-2.9186, -2.8394, 1.1222], [-2.2533, 0.0296, -1.3812], [-3.2197, -1.8283, 0.8031], [-2.4588, -2.7667, -1.5338], [2.7117, -0.3677, 1.3184], [-3.4004, -1.7898, -0.7691], [-4.2205, -1.6366, 1.2174], [4.8731, -4.2184, 0.4897], [-7.6262, 6.3730, 4.2924], [4.7580, 0.5859, -0.6095], [-4.3008, 0.4565, 2.7854], [4.4290, -1.0117, -7.8663], [4.1963, 0.9918, -1.4633], [-5.0810, 4.8177, 2.6878], [-1.5505, -2.1933, -1.8064], [5.0211, -1.3861, -4.5512], [-2.2026, -0.7713, 1.2211], [0.1717, -0.0237, 0.9623], [-3.6002, 3.5817, 3.6278], [4.3654, -0.8881, -0.3430], [-6.7469, 5.7577, 4.1461], [-6.1553, 5.1224, 5.2298], [-5.0229, 4.3400, 5.0436], [-6.2112, 5.6030, 2.8742], [5.2321, -3.1189, 1.8976], [1.5244, -0.2783, 0.3165], [-0.1442, 1.0973, 1.8038], [-6.5769, 5.2377, 6.2210], [4.2451, -1.2471, -6.8251], [-2.8905, -3.1326, -2.4784], [1.7920, -2.3791, -4.7829], [3.3569, -2.6806, 0.8674], [2.7642, -2.0141, -5.0926], [3.5958, -2.0872, -3.1155], [2.9631, -3.0390, -0.0976], [-3.2789, -0.3748, -1.3809], [-2.1162, -3.6174, -0.9192], [-1.4928, 1.2156, 2.3446], [3.7757, -1.8517, -4.1536], [4.7250, 1.2177, 0.2887], [1.7450, 0.5650, -0.3683], [-0.1914, 3.0619, 3.1029], [3.9564, -4.4165, 2.0068], [-2.5393, 0.2682, 2.0520]],
  "forces_ev_per_a": [[-0.07, 0.01, 0.88], [-0.42, 0.20, 0.41], [-1.26, 0.21, 0.61], [0.14, 0.23, 0.41], [-0.02, 0.00, 0.00], [-0.20, 0.24, 0.24], [0.00, 0.00, 0.02], [-0.02, -0.01, 0.00], [0.01, -0.01, 0.02], [0.34, 0.27, -0.30], [-0.46, -0.06, 0.10], [0.02, 0.00, 0.00], [0.44, 0.10, 0.09], [-0.05, -0.03, 0.03], [-0.70, 0.31, -0.56], [-0.05, 0.28, 0.48], [0.02, 0.01, 0.01], [-0.24, -0.44, -0.02], [-0.03, 0.00, 0.01], [-0.71, 0.19, -1.30], [-0.04, -0.07, -0.54], [0.00, 0.00, -0.02], [0.70, 0.05, -0.39], [0.11, -0.34, -0.36], [0.04, 0.37, -0.10], [-0.25, -0.33, 0.15], [0.05, 0.48, -1.11], [0.51, 0.62, 0.14], [0.27, 0.59, 0.45], [-0.09, -0.53, 0.00], [0.63, 0.06, 0.12], [0.13, 0.31, 0.46], [0.01, -0.02, 0.00], [0.46, -0.51, 0.60], [0.84, 0.26, -0.15], [0.00, 0.00, 0.02], [-0.03, -0.13, 0.48], [-0.03, 0.03, 0.03], [-0.29, -0.41, -0.02], [0.05, 0.03, -0.04], [-0.37, -0.49, 0.54], [-0.03, -0.61, -0.43], [-0.05, -0.01, 0.01], [0.56, 0.38, -0.84], [0.00, -0.01, -0.01], [0.01, 0.00, 0.02], [-0.04, 0.04, -0.03], [0.00, 0.00, 0.00], [-0.19, -0.42, -0.12], [-0.03, 0.71, 0.18], [-0.31, -0.64, -0.41], [0.01, 0.01, -0.02], [0.00, 0.00, 0.00], [0.03, 0.10, 0.42], [0.02, 0.01, -0.01], [-0.09, -1.12, 0.94], [0.07, 0.05, -0.05], [0.06, 0.00, -0.02], [0.24, 0.48, 0.15], [-0.19, -0.13, -0.12], [-0.37, 0.22, -0.27], [0.12, 0.48, 0.38], [-0.19, -0.05, -0.09], [-0.23, -0.04, -0.46], [-0.10, -0.37, 0.21], [0.09, -0.37, -0.17], [0.49, 0.25, -0.13], [0.70, -0.42, -0.52]],
  "e_tot_ev": -116983.1384,
  "homo_lumo_gap_ev": 8.087,
  "spin_multiplicity": 1
}


2.
{
  "formula": "C28H34Cl2N3O7P2S2Tl",
  "method": "ωB97M-V/def2-TZVPD",
  "symbols": ["H", "H", "C", "C", "H", "H", "P", "C", "C", "H", "H", "H", "O", "C", "H", "C", "N", "H", "H", "H", "C", "C", "H", "H", "Cl", "C", "H", "N", "S", "C", "O", "C", "O", "Cl", "H", "H", "C", "O", "H", "C", "H", "S", "N", "P", "C", "C", "O", "C", "H", "C", "H", "H", "H", "C", "C", "H", "H", "C", "H", "C", "C", "H", "H", "H", "H", "C", "C", "O", "C", "H", "C", "Tl", "O", "H", "H", "C", "H", "C", "H"],
  "xyz": [[0.1198, 4.3778, -4.1638], [3.4211, -4.1626, -6.0046], [-3.3153, 0.9344, 4.1774], [-4.6137, -0.9368, 3.1615], [-3.2769, -0.4125, -2.2420], [-1.3004, 0.4245, -3.4651], [-1.6266, 0.2843, -0.6031], [-0.6343, 2.8797, -1.2074], [2.8160, -1.1230, 2.7864], [3.8268, 0.1237, 0.6136], [3.0159, -1.3222, 3.8431], [-2.7039, 1.5520, 1.1964], [1.0740, -0.5167, -4.2401], [3.3585, -4.6189, -2.6576], [1.2430, 1.4382, 0.3993], [3.2446, -3.9646, -4.9555], [1.5149, -1.6986, 2.4085], [-0.0264, 1.5094, 3.7488], [-1.8306, 4.8028, 1.8648], [-2.8536, 3.9476, 0.7062], [-0.6012, 2.3686, -3.9564], [3.5918, -4.8955, -3.9966], [-2.0139, 2.4762, 4.8839], [2.3608, -2.0411, -5.3160], [-3.5363, -3.8966, 0.7375], [-3.4038, -0.2456, 3.4071], [0.7752, -1.4126, 3.0467], [-1.0261, -0.0877, 2.9611], [2.6076, -3.2123, -0.5005], [-2.1138, 1.5677, 4.3059], [-1.1207, -2.3861, 1.4611], [-2.2133, -0.7334, 2.8148], [0.5496, -1.1383, -1.9690], [-6.0987, -0.3697, 3.8691], [-3.6721, 0.1739, 0.6478], [-0.5493, 2.1406, -5.0121], [-3.0319, 0.9945, 0.3218], [1.1388, -3.2336, -0.2071], [-1.7806, -1.3961, -2.3313], [-4.6318, -2.0376, 2.3578], [-4.2071, 1.3262, 4.6471], [1.6305, -0.8834, -2.9608], [1.8516, 0.6398, 0.2424], [-0.5391, 3.1857, 0.6028], [-1.0315, 1.3927, -3.0719], [3.0732, 0.7634, 1.0671], [3.1354, -1.8918, -0.1942], [-0.9889, 1.0137, 3.6678], [3.4332, 1.7952, 1.0096], [2.7788, -3.4202, -2.2660], [1.5448, -2.7147, 2.3943], [1.8091, 3.7877, 0.3406], [-5.5603, -2.5562, 2.1629], [-2.2101, -1.9151, 1.9798], [0.9241, 4.2931, 0.7310], [-3.5995, 1.6461, -0.3454], [3.7120, 0.7825, 3.0927], [-1.0582, 1.6311, -1.7006], [3.5812, -1.6243, 2.1961], [-3.4492, -2.5099, 1.7689], [-2.4891, -0.9046, -1.6697], [0.0860, 4.8252, -1.7572], [2.1209, 0.6036, -0.7518], [1.9710, 0.8622, 2.9228], [-2.9311, -1.6595, -1.0160], [2.6561, -2.7675, -4.5738], [2.8709, 0.3773, 2.5256], [2.6239, 0.0336, -2.4305], [-0.2341, 3.8549, -2.1158], [3.6323, -5.3282, -1.8905], [-1.8806, 4.4177, 0.8450], [0.4179, -1.1850, 0.4025], [3.2856, -4.3187, 0.1167], [0.8006, 5.2389, 0.2028], [1.0958, 4.5107, 1.7863], [-0.2151, 3.6085, -3.4803], [-1.7862, 5.2485, 0.1438], [2.4164, -2.4770, -3.2374], [4.0457, -5.8362, -4.2790]],
  "forces_ev_per_a": [[0.00, 0.00, 0.00], [0.00, 0.00, 0.00], [-0.01, 0.00, 0.00], [-0.01, 0.01, 0.01], [0.00, -0.01, 0.00], [0.00, 0.00, 0.00], [0.06, -0.03, -0.06], [-0.01, -0.02, 0.01], [0.01, 0.00, 0.00], [0.00, 0.01, 0.00], [0.00, 0.00, 0.00], [0.00, 0.00, -0.01], [0.01, 0.02, 0.02], [-0.01, -0.01, -0.02], [0.01, 0.01, -0.02], [-0.01, 0.03, -0.01], [-0.04, -0.01, 0.02], [0.00, 0.00, 0.00], [0.00, 0.00, 0.00], [0.00, 0.00, 0.00], [0.00, 0.00, 0.01], [0.01, -0.01, 0.03], [0.00, 0.00, 0.00], [0.00, 0.00, 0.00], [0.00, 0.00, 0.00], [0.00, 0.00, 0.00], [0.00, -0.02, -0.01], [0.01, 0.00, 0.00], [0.03, 0.00, -0.06], [0.01, 0.00, 0.01], [-0.01, -0.11, -0.01], [0.01, -0.02, -0.02], [0.02, -0.04, 0.01], [0.00, 0.00, 0.00], [-0.01, 0.01, 0.00], [0.00, 0.00, 0.00], [-0.02, -0.02, 0.01], [-0.04, -0.02, 0.01], [0.00, 0.00, -0.01], [-0.01, -0.02, -0.01], [0.00, 0.00, 0.00], [-0.04, 0.02, -0.02], [0.05, 0.00, 0.10], [0.00, 0.00, 0.02], [0.00, -0.01, -0.01], [-0.02, 0.00, -0.03], [0.00, 0.06, 0.00], [0.00, -0.01, 0.00], [0.00, 0.00, 0.00], [0.01, -0.06, 0.02], [-0.01, 0.00, 0.00], [0.00, 0.01, 0.00], [0.00, 0.00, 0.00], [0.01, 0.08, 0.01], [-0.01, 0.00, -0.01], [0.01, 0.00, 0.00], [0.00, 0.00, 0.00], [-0.01, 0.01, 0.01], [0.01, 0.00, 0.01], [0.01, 0.00, 0.01], [0.00, 0.01, 0.00], [0.00, 0.00, 0.00], [-0.04, -0.01, -0.02], [0.00, 0.00, 0.00], [0.00, 0.00, 0.00], [0.01, -0.01, -0.02], [0.01, 0.00, 0.02], [0.03, 0.01, -0.02], [0.00, 0.01, -0.02], [0.00, 0.00, 0.00], [0.00, 0.01, 0.00], [-0.01, 0.16, 0.05], [-0.01, -0.02, 0.02], [0.01, 0.00, 0.00], [-0.01, 0.00, 0.00], [0.00, 0.00, 0.00], [0.00, 0.00, 0.00], [-0.01, 0.01, -0.02], [0.00, 0.00, 0.00]],
  "e_above_lowest_kcal_mol": 1.5,
  "e_tot_ev": -118379.0852,
  "homo_lumo_gap_ev": 7.349,
  "spin_multiplicity": 1
}


3.
{
  "formula": "C28H34ClN5O4",
  "method": "ωB97M-V/def2-TZVPD",
  "symbols": ["H", "H", "C", "C", "H", "H", "H", "H", "H", "H", "C", "H", "H", "H", "N", "H", "N", "C", "C", "H", "H", "H", "H", "C", "C", "H", "H", "H", "H", "H", "C", "H", "N", "H", "C", "N", "Cl", "H", "C", "H", "H", "C", "C", "C", "H", "C", "O", "H", "C", "C", "H", "O", "O", "C", "C", "C", "O", "H", "H", "C", "C", "C", "C", "C", "N", "C", "C", "H", "C", "H", "C", "H"],
  "xyz": [[-2.9095, 0.2082, -0.5972], [-1.3693, 0.8855, 7.4659], [0.6560, -0.0975, -1.7369], [-4.5116, 0.9253, -1.8509], [-1.1769, -0.4097, -2.6475], [-4.3983, -0.0062, -6.5195], [3.5410, -0.4402, 1.1582], [1.6239, 1.2380, 0.3326], [9.1047, -0.1316, 3.4123], [-5.6500, -0.6773, -3.8155], [-4.8285, -0.7358, -4.5294], [-2.0292, 1.2698, 3.2557], [4.9263, 1.4238, 4.7571], [-5.3943, 1.0870, -5.5586], [2.7202, 0.6682, 3.4053], [-4.6963, -1.7868, -4.7971], [0.6273, 1.3626, 0.2019], [0.3693, 0.7396, 6.2388], [0.6116, 0.9715, 2.5417], [0.9879, -2.3617, -2.7767], [-4.6350, -1.8776, -2.0281], [1.0644, 0.5874, 7.0505], [-4.5484, 1.8722, -1.3099], [4.0747, 0.5045, 3.0175], [-3.6591, -1.4281, -1.7799], [0.2159, -1.8225, -4.2840], [-0.9510, 1.2512, -1.1147], [0.5116, 2.0524, -1.7579], [-1.2503, -3.0381, -1.8947], [-0.8700, -3.8851, -3.3959], [0.0656, -1.9622, -3.2064], [-3.1131, -2.1482, -1.1666], [1.8885, 0.8322, 2.3851], [-2.8075, -0.0487, -4.7044], [-3.8671, -0.1466, -0.9798], [-0.1929, -0.6791, -2.5918], [5.9913, -0.9932, -0.1382], [-2.8991, 1.2303, 5.5636], [-1.3645, 1.1277, 4.0919], [7.2232, 1.1402, 4.0283], [-2.7258, 1.5005, -2.8908], [-2.4023, -2.3962, -3.6121], [-3.7121, 1.1010, -3.1384], [0.1392, 1.2250, -1.1448], [-3.1621, -3.1926, -3.5666], [5.6515, -0.2505, 1.3774], [-1.3752, 1.0121, 1.1900], [9.9514, 0.1074, 1.8637], [6.4299, 0.7864, 3.3901], [-0.9788, 0.9056, 6.4594], [-4.2053, 1.8205, -3.7925], [7.9676, -0.0234, 1.6792], [3.1031, 0.3743, 5.6379], [-1.8422, 1.1003, 5.3826], [6.7241, 0.1830, 2.1728], [-1.1083, -2.9103, -2.9683], [1.7575, -0.5232, -1.4480], [-2.2015, -2.1869, -4.6663], [-6.0986, -0.3777, -6.2346], [-0.1610, 1.1030, 1.2643], [-5.2008, 0.0417, -5.7860], [4.3457, -0.0967, 1.7889], [2.3135, 0.5869, 4.7388], [9.0746, 0.3833, 2.4470], [-2.8762, -1.1704, -2.9801], [0.8741, 0.7667, 4.9371], [5.1211, 0.9527, 3.8090], [-5.5393, 0.6403, -2.0853], [0.0033, 0.9574, 3.8471], [9.0743, 1.4658, 2.6100], [-3.5228, -0.2243, -3.8882], [-4.5002, -0.3631, -0.1181]],
  "forces_ev_per_a": [[0.05, -0.01, 0.05], [-0.01, 0.00, 0.08], [-0.39, 0.50, -0.01], [0.20, -0.02, 0.03], [0.14, 0.11, 0.21], [0.06, 0.03, -0.11], [-0.01, -0.05, -0.10], [-0.14, 0.01, 0.02], [-0.01, 0.03, -0.03], [-0.03, -0.12, 0.04], [0.27, 0.10, -0.04], [-0.02, 0.00, -0.01], [-0.01, 0.00, 0.02], [-0.03, 0.13, -0.05], [-0.25, 0.07, 0.48], [-0.05, -0.05, 0.07], [0.22, 0.08, -0.20], [0.11, -0.01, -0.02], [0.60, -0.24, 0.33], [-0.09, 0.06, -0.11], [0.05, -0.06, 0.00], [0.04, -0.01, 0.06], [-0.08, 0.02, -0.01], [0.79, -0.10, -0.17], [0.03, 0.08, 0.29], [0.06, -0.11, 0.04], [0.10, 0.06, -0.09], [-0.10, -0.11, 0.00], [0.01, -0.08, 0.06], [0.00, -0.06, 0.03], [0.16, -0.24, 0.02], [-0.06, -0.03, -0.03], [-0.85, 0.21, -0.50], [-0.05, -0.03, 0.05], [-0.17, -0.12, -0.15], [-0.12, -0.03, -0.20], [-0.03, -0.10, -0.20], [-0.08, 0.01, -0.01], [-0.13, 0.03, -0.07], [0.10, 0.03, 0.04], [0.05, 0.06, -0.04], [0.10, -0.31, 0.16], [-0.15, -0.12, -0.11], [0.06, -0.21, 0.04], [-0.01, 0.09, -0.10], [0.19, 0.11, 0.20], [-0.20, -0.12, 0.19], [-0.04, 0.04, 0.08], [0.23, -0.06, -0.19], [0.08, -0.02, 0.02], [0.06, 0.08, -0.03], [-0.32, -0.07, -0.10], [-0.10, 0.03, 0.01], [0.04, 0.01, -0.03], [-0.17, -0.03, -0.06], [-0.05, 0.27, -0.25], [0.42, -0.09, 0.18], [-0.05, -0.02, -0.03], [-0.07, 0.04, -0.10], [0.27, 0.27, -0.50], [-0.02, -0.12, 0.18], [0.07, 0.02, 0.22], [0.09, -0.11, 0.10], [0.18, 0.08, 0.14], [-0.17, 0.03, -0.04], [-0.49, 0.08, -0.19], [-0.22, 0.00, -0.04], [-0.08, 0.04, 0.02], [0.20, -0.05, 0.53], [-0.01, -0.04, 0.01], [-0.16, 0.18, -0.15], [0.04, -0.01, 0.07]],
  "e_tot_ev": -57752.2171,
  "homo_lumo_gap_ev": 8.050,
  "spin_multiplicity": 1
}